(1)
DFT (the ωB97M-V functional and the def2-TZVPD basis) results for a molecular structure, C46H60CeFN5O8P.

Last column: Mulliken spin population.
Geometry (Å):
H 3.6547 3.2326 -5.6345  0.0001
H 4.0694 -0.9622 1.4850  0.0002
C 4.7565 -2.4861 -5.5689  -0.0006
H 3.6728 3.3998 -1.9579  -0.0001
H -1.9209 -2.8700 -0.5992  -0.0002
H 3.7071 0.6259 2.2202  -0.0001
C 1.7621 -2.2913 1.8190  -0.0001
C 4.3698 -3.7870 -0.7457  -0.0044
N -3.1574 2.4540 7.0087  -0.1823
C -5.2261 4.2056 5.4759  0.0832
C -2.3385 4.5070 4.8243  0.7883
H -5.2976 -1.1060 1.5214  -0.0010
H -3.4142 5.5278 7.9304  -0.0375
O -8.0367 1.8911 -0.8810  -0.0003
H -1.5135 5.2540 6.7133  -0.2617
C 1.5588 2.5993 -5.9168  -0.0003
C 0.6294 -4.6852 0.9845  -0.0014
H -7.1928 0.4924 1.1257  -0.0009
H -4.2068 1.1612 5.4823  -0.0189
N 1.8023 -1.5605 -0.5526  0.0023
H -5.0690 -0.6862 -0.3087  -0.0001
C 4.2066 -2.8369 -2.8963  0.0044
H 0.1972 -2.9819 -1.8955  0.0006
H 1.4189 -5.3209 -1.9534  0.0003
C 5.1812 -3.6342 -3.4766  0.0063
C 2.0891 0.7764 -3.9104  0.0056
N -4.7742 4.3933 6.8546  -0.1909
C 0.6139 1.6449 -5.6329  0.0030
C 2.6662 -1.8968 -1.4799  -0.0032
C -4.4043 3.1249 7.5930  0.0679
H 6.3080 2.7971 -3.0156  -0.0001
H -6.1822 1.9315 -2.3817  0.0002
H 0.0204 -5.6010 0.7720  -0.0001
C 5.5098 2.8529 -3.8224  -0.0002
C 3.9208 -1.5353 -4.9401  0.0005
H 5.2155 3.8921 -3.9569  0.0001
N 2.1665 0.0763 -2.6866  -0.0004
F -3.0829 4.1425 -0.7281  -0.0022
P -3.8021 3.4593 4.5395  0.5497
C 0.9390 0.6363 -4.7647  -0.0067
C -0.2338 -1.2884 -6.0517  0.0010
C 3.0519 1.7915 -4.2017  -0.0055
H -2.4362 5.5251 4.3661  0.1675
C 0.2370 -0.6869 -4.6966  0.0022
H -5.3895 5.2242 5.0290  0.0489
C 5.8455 -4.4684 -2.5350  -0.0007
H -2.0101 -4.6357 -0.6597  0.0000
H -6.1277 3.5174 5.4365  -0.0150
C 1.3132 -2.4512 0.4294  0.0012
C -3.3243 -0.5166 0.8364  0.0238
H -1.5436 -1.4224 -3.6764  0.0002
C 3.9635 2.3736 -1.9976  0.0000
C 2.7603 -1.0836 -2.6494  0.0023
C 0.6241 -3.6349 0.0943  -0.0017
H 3.0109 1.8053 -1.6866  -0.0001
C 1.6942 -3.3651 2.7234  0.0011
H 4.1344 -3.8895 0.2968  0.0000
H -1.2589 -1.6676 -6.0145  -0.0003
H -4.1242 3.3141 8.6616  0.0433
C -4.8473 -0.3954 0.7734  -0.0038
H -2.3968 1.6071 5.3216  0.0098
H -1.3650 4.1875 4.3959  -0.0605
C -0.0172 -3.8590 -1.2811  -0.0026
C 3.6115 -1.7533 -3.6141  -0.0007
H 0.5440 0.2942 1.1470  0.0003
H 0.9422 -5.4678 2.8889  -0.0002
C 1.1597 -4.5790 2.2705  -0.0001
C 4.3632 1.9016 -3.4480  -0.0012
H -1.8232 0.1991 -4.2267  0.0003
H 1.4102 3.4047 -6.6366  -0.0001
H -3.8044 6.1703 6.3498  0.0461
C 0.3324 -5.1802 -1.9884  -0.0005
O -5.8879 1.4731 -1.6052  -0.0003
C 3.7333 -2.9037 -1.5475  -0.0043
H 1.0948 1.0339 2.7422  0.0041
H -1.3989 -1.7997 5.4033  0.0015
O -2.8597 -1.6544 0.9782  -0.0001
H -1.9699 -1.8740 3.9428  0.0001
H 6.0961 -4.1270 -5.4092  -0.0002
H 0.8847 -1.4581 -4.1708  -0.0013
H -0.1739 -6.1028 -1.5250  0.0000
N -2.2743 4.6292 6.3593  -0.6837
H 2.2831 -1.0153 3.3517  0.0003
C 5.4765 -4.5930 -1.2516  0.0001
H 1.9329 -3.2506 3.7933  0.0000
H 4.8742 2.2289 -1.3260  0.0000
O -1.6359 -1.2655 4.6174  -0.0043
H 4.7801 0.8583 -3.4026  -0.0001
H -1.5187 3.4209 7.9718  -0.0466
O -4.2926 3.5703 3.1081  -0.4511
O -5.0784 0.9657 0.9357  0.0039
H 3.5191 -0.7835 -5.5699  0.0006
O -1.2115 3.2293 1.6326  -0.0051
O -2.5823 0.5615 0.7931  0.0021
Ce -2.9090 2.9137 1.0532  -0.0878
C -1.0635 -0.4767 -3.8674  0.0006
C 2.8339 2.6260 -5.2622  0.0042
H -0.3903 1.6437 -6.0786  -0.0004
H -1.2149 2.7382 6.3778  0.0700
C 2.0445 -0.9025 2.2808  0.0039
H -0.0705 -0.2558 2.7557  0.0012
H -0.1857 -0.5909 -6.9648  0.0000
H 0.0647 -5.1236 -3.0200  0.0000
C -6.4572 1.2448 0.7636  -0.0032
H -5.2476 2.4640 7.4234  -0.0030
C 3.2819 -0.1969 1.6227  0.0003
H 3.0306 0.1292 0.6325  -0.0001
H 4.9228 -2.4242 -6.6273  0.0001
H -0.7168 -0.0735 -2.8820  -0.0004
C 0.8329 0.0802 2.2429  -0.0071
C -1.5426 -3.7431 -1.1414  0.0005
C -3.3976 1.9930 5.6036  0.1380
C -3.5863 5.2177 6.8337  0.5387
C -2.0255 3.2862 6.9608  0.4636
H 5.9396 -5.3588 -0.5624  0.0002
H 0.3506 -2.1843 -6.3085  0.0000
H -6.6687 2.1935 1.2928  0.0057
H -1.9706 -3.5707 -2.1096  -0.0001
H 6.0273 2.5803 -4.7820  0.0001
H 6.6695 -5.1898 -2.8021  -0.0002
C -6.8673 1.5335 -0.6802  0.0067
C 5.4121 -3.5043 -4.8766  -0.0006

Summary:
Gap between HOMO and LUMO (spin up / spin down) in eV: 3.76 / 6.95
<S²>: 0.75
2S+1: 2

(2)
DFT (the ωB97M-V functional and the def2-TZVPD basis) results for a molecular structure, C46H61HgN6O4S2Si.

Last column: Mulliken spin population.
Geometry (Å):
H -3.6251 1.7158 -3.4290  0.0012
C -5.1072 -1.2587 -4.0637  -0.0015
C -0.3390 -4.1166 -0.4350  -0.0001
C -1.4243 2.7261 4.6988  0.3096
C 0.1605 2.7436 -0.7785  0.0037
C -0.2344 5.4459 -1.6297  -0.0016
C -1.4307 -4.9301 1.6279  0.0001
Si -1.0974 -2.0254 1.4192  -0.0068
H -0.2905 -3.3593 -1.2175  0.0001
C -0.7748 2.2856 3.5410  -0.0455
N -3.1013 0.9606 0.1258  0.1609
C 3.9797 -2.7232 -0.4181  -0.0001
C 5.2579 3.8931 -0.1235  0.0000
C 2.8849 2.3466 3.1231  -0.0012
C 4.2087 3.0196 -0.3733  0.0005
H 6.3686 4.9325 1.3955  0.0000
H -2.9697 -4.7346 -0.5284  0.0000
O 1.2102 3.2711 4.4858  0.0069
H -0.3767 2.3807 -4.1986  -0.0003
C -5.3584 1.6333 0.1044  -0.0247
H -0.4532 -0.2451 3.7655  -0.0010
H 1.8102 -2.4728 -0.4241  -0.0005
C 2.8087 0.2320 -5.2510  0.0000
C -2.8254 2.5420 4.7554  -0.0244
C -5.0872 -0.7835 -1.7072  0.0255
O 3.1712 -3.2082 -3.2091  0.0000
C -4.1542 0.7896 -3.2464  -0.0020
H 0.3920 3.6052 1.1694  0.0017
H -2.8858 -3.0004 -0.8117  0.0034
C -0.1477 2.0456 -3.1781  0.0008
C -4.4688 0.4416 -1.9407  0.0087
H 2.8832 4.3677 4.0018  0.0000
H -0.4653 4.6062 -3.5864  0.0004
H 3.9618 2.7437 -1.3920  0.0001
C 2.6210 3.3435 4.2752  0.0040
C -3.4767 2.0382 3.6711  0.1066
C -0.0937 3.0706 -2.1508  0.0014
C 3.4470 2.5146 0.6709  -0.0003
H 2.6843 -0.9564 -0.5506  0.0009
H 2.5919 1.8754 0.4726  -0.0002
C -0.5195 -2.9331 4.1267  0.0009
C 1.4305 -2.8704 2.5703  0.0004
C 0.7086 2.4562 3.4896  -0.0919
H 3.0077 0.1526 -6.3217  0.0000
H 4.8389 0.0249 -4.5343  0.0000
C 0.4392 -0.7751 3.4223  0.0100
H -4.5490 1.9121 3.6733  0.0288
C 5.5504 4.2535 1.1857  0.0000
H -1.4023 -2.6614 -4.9982  0.0000
N 0.0112 0.7966 -2.9770  -0.0011
H 3.0802 -4.4658 0.5070  0.0000
H -0.4798 -5.0701 2.1433  0.0001
C -1.4013 -3.7779 0.6169  -0.0019
H -3.8424 2.3426 -1.2658  0.0671
H 4.0351 -1.5066 -4.8277  0.0000
C 3.5416 -0.6054 -2.9654  0.0001
H 4.4431 -0.7767 -2.3728  0.0000
C -2.7648 -1.6527 2.2451  -0.0066
C 3.7144 2.8953 1.9815  -0.0016
N -0.0713 0.0077 -4.1167  0.0000
H -3.3770 2.8141 5.6493  0.0067
H 1.8084 -0.1662 -5.0518  0.0000
H -1.4553 -2.4642 4.4354  -0.0006
H -3.4777 -1.2758 1.5095  0.0095
H -0.5790 -5.0734 -0.9188  0.0000
H 4.7482 -4.7118 -0.0164  0.0000
H -5.2798 -1.0995 -0.6876  -0.0058
C -2.7883 -3.7653 -0.0446  -0.0015
C -5.4081 -1.6263 -2.7586  0.0055
H 0.6503 -4.2251 0.0187  -0.0001
C -3.4570 1.3913 1.3120  0.0968
H -2.2120 -4.7954 2.3812  -0.0001
C 0.1920 3.8424 0.1316  -0.0079
H -5.8735 -2.5846 -2.5581  0.0000
H 4.3184 -2.2946 0.5289  0.0000
H 3.4125 1.4606 3.4943  -0.0004
H -5.8896 2.5552 -0.1404  -0.0127
H 0.0589 5.9429 0.4463  0.0007
H -0.7180 -3.9858 3.9347  -0.0003
H 5.8362 4.2998 -0.9442  0.0000
C -4.1507 1.3916 -0.8088  -0.0552
Hg -0.8333 -0.1175 -0.1975  -0.0105
C 0.0084 5.1400 -0.2834  0.0019
H -0.8695 3.1495 5.5192  0.0209
H -5.3448 -1.9249 -4.8852  0.0001
N 1.5508 1.9241 2.7112  -0.0188
C 3.8011 -4.2321 -0.2758  0.0000
H 1.9791 -2.2746 1.8391  0.0002
O -4.8048 1.7613 1.4024  0.0333
H 2.0663 -2.9595 3.4624  -0.0005
C -2.7347 1.6838 2.4937  0.2170
H -0.3788 6.4701 -1.9516  -0.0001
H 1.2985 -3.8718 2.1581  0.0000
H -3.5765 -3.6079 0.6953  0.0010
H 4.7663 -2.5344 -1.1538  0.0000
S -1.6175 -1.6251 -2.5551  0.0057
H 2.7782 1.2929 -4.9926  0.0000
N -0.6252 -2.0206 -4.9889  -0.0001
H -3.1859 -2.5478 2.7143  0.0010
H -6.0665 0.8002 0.0835  0.0002
O 0.4109 1.5607 -0.3590  0.0141
H -2.6557 -0.8778 3.0079  0.0091
H 3.4463 -4.6551 -1.2148  0.0000
H -1.6484 -5.8620 1.0891  -0.0001
H 0.8889 -0.1731 2.6298  -0.0046
H 0.1720 -2.8772 4.9785  -0.0001
C 3.8809 -0.4948 -4.4428  0.0000
C -4.4663 -0.0539 -4.3038  0.0032
C -0.2808 4.4020 -2.5343  0.0014
C 4.7824 3.7548 2.2290  -0.0001
H 3.0173 0.2799 -2.5874  0.0000
H -0.4532 -1.5610 -5.8717  0.0000
C 0.1092 -2.1949 2.9362  -0.0035
H 1.1441 -0.8226 4.2655  -0.0034
H 5.0241 4.0435 3.2460  0.0000
C -0.6886 -1.1175 -3.9182  0.0002
C 2.6989 -2.0083 -0.8450  0.0000
H 3.1225 3.0795 5.2078  -0.0009
N -1.3588 1.7347 2.4967  0.1681
H -4.1861 0.2238 -5.3132  0.0002
S 2.4457 -2.0193 -2.6462  0.0001

Summary:
Gap between HOMO and LUMO (spin up / spin down) in eV: 4.26 / 6.07
Net charge: -2
<S²>: 0.77
2S+1: 2
Relative energy (zero: lowest compared OMol25 entry of this formula, charge and spin) in kcal per mole: 18.2

(3)
DFT (the ωB97M-V functional and the def2-TZVPD basis) results for a molecular structure, C46H64Ge2N4SSe2Tl.

Last column: Mulliken spin population.
Geometry (Å):
H -1.6031 -0.0861 3.9849  -0.0142
N 0.5405 2.2804 2.2993  -0.0041
H -0.2010 -0.9162 5.2696  0.0055
H -1.4369 1.8819 1.9287  0.0013
C -0.9934 -2.4309 2.5600  0.2268
H -3.4144 -3.7550 2.5962  0.0013
S 0.6301 0.9305 -2.2196  0.0000
Se 3.2198 3.0218 2.5052  -0.0001
C -2.8008 1.7969 -4.9910  -0.0001
C -2.2100 -2.1196 3.3955  0.0476
H 1.7091 5.6174 -3.2272  0.0000
H 1.0459 1.0897 -6.8761  0.0000
C 5.2260 -1.5508 0.1411  0.0030
C -3.0667 3.0101 -0.2043  0.0004
C -3.3854 1.0277 -5.9858  0.0000
C 0.3417 -4.2700 -0.3879  0.1417
C 5.9610 -0.3758 0.2110  -0.0004
C 1.1761 0.6958 -3.8249  0.0001
C 0.0321 4.9864 -0.2436  -0.0001
C -2.2604 1.1925 -3.8590  0.0005
H -0.5583 -5.9234 -1.4355  0.0003
C 2.6889 -1.4771 3.5277  0.0135
Ge -0.4313 4.6938 -2.1567  0.0000
H -0.7416 -2.8212 -1.5847  -0.0076
H -1.3115 -2.4447 5.3822  -0.0022
H -2.6562 6.0218 -2.1493  0.0000
C 2.5850 0.1855 -5.5692  0.0000
H -4.5080 3.7888 1.1760  0.0000
C 0.4737 -2.4318 2.8791  0.2109
C -1.1188 -3.0020 1.3080  0.0706
C 1.4115 2.8617 3.1117  0.0002
Se 2.8778 2.4437 0.3077  0.0001
H -0.6005 0.7817 -4.8736  0.0000
C 5.2811 0.8244 0.3153  0.0009
C 3.8449 -1.4743 0.1981  -0.0027
C -2.9486 0.6313 -0.3893  0.0024
H -2.1564 5.7097 -3.8096  0.0000
C 1.0638 3.4407 4.3288  -0.0003
H -3.3188 -0.4288 4.1447  -0.0012
H -2.6130 -0.1753 2.5507  -0.0340
H 3.2757 -2.3161 3.1669  0.0013
N 0.4112 0.7107 -4.9103  0.0004
H -1.9847 -3.8789 4.6207  -0.0016
H 1.8261 -5.5337 -1.3112  -0.0007
H 2.0040 -3.8977 4.5483  0.0025
C 3.8948 0.7920 0.3210  -0.0020
C 3.5705 0.5159 -3.2618  -0.0001
H 1.9835 3.9721 -2.6607  0.0000
H 2.5178 -4.2746 -0.2937  0.0017
C 0.7165 -0.6907 4.7427  0.0293
C 1.2772 4.6208 -3.1787  0.0000
C -0.7477 2.3219 2.6395  0.0069
H 3.9459 -0.4808 -3.0203  0.0000
C -2.4372 -0.6057 3.5341  0.0926
H -2.7469 2.8733 -5.1002  0.0000
C -2.9222 -0.9632 -4.7266  0.0001
C 1.0877 -3.1108 1.8422  -0.0040
C -4.5578 1.6523 1.0785  0.0001
H 5.8076 1.7640 0.3813  0.0000
C 1.1464 0.3258 -6.1013  0.0001
H -1.3494 6.9596 -2.8667  0.0000
C -4.0762 2.9034 0.7352  -0.0001
H -2.5131 -0.2633 -0.8117  0.0017
H -2.0368 -3.1924 0.7908  0.0063
H -3.0518 -2.6480 5.3040  0.0022
C -1.1987 2.8960 3.8105  -0.0006
H -1.7404 -4.9039 -0.6222  -0.0005
H 3.2650 0.9142 -6.0194  0.0000
H -5.3888 1.5586 1.7589  0.0001
H 1.8229 3.8859 4.9542  0.0000
H -1.8776 -0.6885 -2.8819  0.0002
H -2.7331 3.9904 -0.5254  0.0000
H 0.5396 0.1103 4.0233  -0.0027
C -3.4483 -0.3499 -5.8552  0.0000
H -3.9051 -0.9408 -6.6342  0.0000
C -2.1219 -2.8090 4.7637  0.0345
H -0.5858 3.8796 5.6215  0.0000
C 0.2519 -3.2630 -1.5524  0.0763
H 2.5888 -0.7362 2.7304  -0.0064
H 0.8112 4.2949 0.0672  0.0001
H 3.2211 -2.3543 0.1600  0.0050
H -3.6616 -2.2109 1.7680  0.0010
H 2.9995 -0.8136 -5.7323  0.0000
N 3.1852 -0.3243 0.2753  -0.0027
H 2.1199 -3.3924 1.8109  0.0014
C 1.6956 -4.9795 -0.3860  0.0200
H -3.7857 1.5056 -6.8670  0.0000
C -2.4901 1.8829 -0.7843  -0.0030
H 5.7151 -2.5060 0.0549  0.0001
Tl 0.4462 -0.2050 0.8573  0.0264
C -3.4782 -2.6790 2.7295  0.0034
H 0.4386 -3.7636 -2.4993  -0.0050
H 3.2618 1.0189 -2.3440  0.0000
C 0.1295 -3.4936 0.8694  -0.0390
H 2.1504 -2.7144 5.8495  0.0022
H -0.7403 -6.0088 0.3149  0.0012
H 1.4277 -0.3241 5.4789  -0.0018
C 1.5168 -3.0586 5.0371  0.0488
H -4.4006 -0.4453 0.7605  0.0001
H -0.8044 4.8908 0.4402  0.0000
H 3.2448 -1.0233 4.3449  0.0002
H -2.9693 -2.0374 -4.6244  -0.0001
H 0.9871 -2.4667 -1.4228  -0.0158
C -0.7498 -5.3388 -0.5409  0.0353
H 1.7434 -5.6842 0.4413  -0.0021
H 4.3734 1.0838 -3.7336  0.0000
N 2.4396 0.4412 -4.1389  0.0001
H 0.5791 -3.4093 5.4525  -0.0080
Ge -1.3694 2.2773 -2.3924  0.0010
C -2.3281 -0.1973 -3.7371  0.0000
H 7.0389 -0.3928 0.1611  0.0000
C -3.9925 0.5215 0.5139  -0.0006
H 0.4274 5.9951 -0.1588  0.0000
H 0.7551 -0.6133 -6.5001  0.0000
C -0.2683 3.4415 4.6891  0.0007
H -2.2529 2.9104 4.0280  -0.0002
C -1.8005 5.9721 -2.8180  0.0000
H 1.1346 4.2553 -4.1927  0.0000
C 1.3007 -1.9138 4.0352  0.0339
H -4.3342 -2.4720 3.3652  -0.0004

Summary:
Gap between HOMO and LUMO (spin up / spin down) in eV: 7.95 / 6.73
Net charge: +2
<S²>: 0.77
2S+1: 2

Number 1: E_tot -3580.77300 Eh, strongest force on any atom 5.27 eV Å⁻¹. Number 2: E_tot -3658.26241 Eh, strongest force on any atom 1.68 eV Å⁻¹. Number 3: E_tot -11537.17925 Eh, strongest force on any atom 0.99 eV Å⁻¹.